(1)
{
  "formula": "C36H52MnN6OP",
  "method": "ωB97M-V/def2-TZVPD",
  "symbols": ["Mn", "N", "C", "C", "C", "N", "C", "C", "N", "C", "H", "H", "H", "H", "H", "H", "H", "H", "H", "H", "H", "H", "H", "H", "H", "H", "C", "C", "C", "C", "C", "C", "C", "C", "C", "C", "C", "C", "N", "H", "H", "H", "H", "H", "H", "H", "H", "H", "H", "H", "H", "H", "H", "H", "H", "H", "O", "P", "C", "C", "C", "C", "C", "C", "C", "C", "C", "C", "C", "C", "C", "C", "C", "C", "C", "C", "H", "H", "H", "H", "H", "H", "H", "H", "H", "H", "H", "H", "H", "H", "H", "N", "N", "H", "H", "H", "H"],
  "xyz": [[0.41060, -1.08461, -0.02676], [-2.38009, -0.69180, 0.95510], [-3.12780, -1.18136, 2.13775], [-2.25085, -1.06958, 3.38206], [-1.03534, -2.00949, 3.36380], [-0.02490, -1.55761, 2.40313], [-1.47460, -3.44503, 3.05773], [-2.32869, -3.56125, 1.79455], [-1.53093, -3.21472, 0.61138], [-3.54684, -2.62947, 1.88048], [-1.76505, 0.13010, 1.14502], [-2.98622, -0.46708, 0.16263], [-1.71835, -1.51565, 0.65392], [-4.01812, -0.55741, 2.27809], [-2.86139, -1.31619, 4.25142], [-1.92226, -0.03438, 3.50401], [-0.61765, -2.00670, 4.38622], [0.79904, -2.15568, 2.48873], [0.28625, -0.62711, 2.67531], [-2.05406, -3.81380, 3.90349], [-0.59262, -4.08160, 2.96310], [-2.70467, -4.59443, 1.73863], [-2.00844, -3.50084, -0.23876], [-0.63706, -3.70443, 0.63101], [-4.19532, -2.95679, 2.69407], [-4.12852, -2.69239, 0.95752], [-0.07338, 1.46870, -3.00034], [-1.13454, 0.49154, -3.50852], [-2.19839, 0.28697, -2.43076], [-0.49168, -0.79371, -3.97900], [-0.39347, -0.97128, -5.34153], [0.21363, -2.08040, -5.90465], [0.69620, -3.06397, -5.05753], [0.62150, -2.95155, -3.68611], [1.03545, -4.16686, -2.88716], [-0.22748, -4.84707, -2.35596], [2.02479, -3.88445, -1.76093], [0.06133, -1.76948, -3.07016], [0.04888, -1.59216, -1.76977], [-0.49054, 2.47014, -2.91401], [0.77490, 1.50664, -3.67918], [0.27028, 1.13828, -2.01474], [-1.61581, 0.95120, -4.37754], [-1.70992, -0.19000, -1.57313], [-2.99755, -0.35164, -2.80019], [-2.60917, 1.24860, -2.12476], [-0.80548, -0.21366, -5.99361], [0.27821, -2.18973, -6.97585], [1.13895, -3.95456, -5.48472], [1.52028, -4.86409, -3.57768], [-0.78363, -4.13601, -1.75361], [0.01855, -5.72044, -1.75638], [-0.85925, -5.16108, -3.18239], [1.57811, -3.15771, -1.06628], [2.94289, -3.47225, -2.17225], [2.26023, -4.80823, -1.23377], [-0.22218, 1.05280, 0.87820], [0.42291, 2.41129, 0.99339], [2.22209, 2.28153, 0.84219], [3.06714, 3.07155, 1.61689], [4.43595, 2.96877, 1.46654], [4.97036, 2.06936, 0.55311], [4.12792, 1.28286, -0.22090], [2.75538, 1.39172, -0.09025], [0.00021, 3.23915, 2.53680], [-0.20487, 2.50861, 3.70735], [-0.53966, 3.15431, 4.87981], [-0.65724, 4.53893, 4.90434], [-0.44673, 5.27082, 3.74160], [-0.12021, 4.63121, 2.56447], [-0.09284, 3.56519, -0.30818], [-1.45516, 3.72507, -0.52379], [-1.90359, 4.60385, -1.49106], [-0.98863, 5.33790, -2.23180], [0.37094, 5.19647, -1.99970], [0.82135, 4.31054, -1.03799], [2.64058, 3.75603, 2.33466], [5.08889, 3.58973, 2.05910], [6.04123, 1.98738, 0.44042], [4.55077, 0.59676, -0.94015], [2.09325, 0.79124, -0.72282], [-0.09223, 1.43228, 3.68248], [-0.71367, 2.58525, 5.78065], [-0.91518, 5.04443, 5.82281], [-0.54778, 6.34616, 3.76215], [0.03839, 5.20270, 1.65960], [-2.15064, 3.15115, 0.07437], [-2.96346, 4.71214, -1.66842], [-1.33567, 6.02369, -2.98958], [1.08628, 5.76390, -2.57690], [1.87979, 4.18902, -0.85931], [2.81779, -2.64709, 1.69225], [2.66341, -1.54325, 0.78354], [3.77404, -2.71410, 2.04799], [2.61576, -3.50146, 1.17763], [3.34649, -1.56983, 0.01925], [2.83878, -0.69047, 1.31818]],
  "forces_ev_per_a": [[0.2, -0.4, -0.9], [0.8, 0.1, -0.4], [-0.4, -0.2, 0.5], [0.2, -0.1, -0.2], [-0.5, -0.2, 0.5], [0.6, 0.3, -0.2], [0.0, 0.3, -0.2], [-0.3, -0.3, 0.3], [0.0, -0.2, 0.0], [0.2, 0.0, -0.1], [-0.4, -0.2, -0.2], [0.1, -0.1, 0.0], [-1.0, 0.3, 0.1], [0.2, 0.0, -0.1], [0.0, 0.0, 0.0], [0.0, 0.1, 0.1], [0.0, 0.0, -0.3], [0.1, 0.0, 0.0], [0.0, 0.0, 0.0], [0.0, -0.1, 0.1], [0.0, -0.1, 0.1], [0.1, 0.2, 0.0], [0.2, 0.0, -0.1], [-0.2, 0.1, -0.2], [0.0, 0.0, 0.0], [-0.1, 0.0, 0.0], [-0.1, 0.0, 0.1], [0.3, -0.1, 0.3], [0.0, 0.1, 0.1], [0.1, -0.3, 0.2], [0.1, -0.2, -0.3], [0.0, 0.0, -0.1], [0.0, 0.2, -0.3], [-0.1, 0.3, 0.2], [-0.2, 0.2, 0.2], [0.2, -0.1, -0.1], [-0.1, 0.0, 0.2], [0.0, -0.2, -1.8], [0.3, 0.6, 3.2], [0.0, 0.2, 0.1], [0.1, 0.0, -0.1], [0.1, 0.1, -0.1], [0.0, -0.1, 0.0], [-0.1, 0.0, -0.2], [-0.2, -0.1, 0.0], [-0.2, 0.2, 0.0], [-0.1, 0.1, -0.1], [0.0, 0.0, -0.1], [0.0, -0.1, 0.0], [0.0, 0.0, 0.0], [-0.1, 0.1, 0.1], [0.0, -0.2, 0.2], [-0.1, 0.0, -0.1], [0.2, -0.2, -0.3], [0.2, 0.1, 0.0], [0.1, -0.2, 0.1], [-0.1, -0.7, 0.2], [0.3, 0.9, -0.7], [-0.3, 0.0, 0.2], [-0.3, -0.1, 0.0], [0.3, 0.0, -0.1], [-0.1, 0.1, 0.1], [0.2, 0.0, -0.1], [-0.3, 0.0, -0.1], [0.1, 0.1, 0.0], [0.1, -0.1, -0.4], [-0.1, 0.1, 0.2], [0.0, -0.1, -0.2], [-0.1, 0.1, 0.4], [0.1, -0.3, -0.2], [0.1, -0.4, 0.5], [0.0, -0.1, 0.1], [-0.1, 0.0, 0.0], [0.1, 0.0, 0.0], [0.0, 0.1, -0.1], [0.1, -0.1, 0.1], [0.0, 0.1, 0.1], [0.1, 0.0, 0.1], [0.1, 0.0, 0.0], [0.0, 0.0, -0.1], [0.2, 0.2, 0.0], [0.0, -0.1, 0.1], [0.0, -0.1, 0.1], [0.0, 0.0, 0.1], [0.0, 0.1, 0.0], [0.0, 0.0, 0.0], [-0.2, 0.0, -0.1], [-0.1, 0.0, 0.0], [0.0, 0.0, -0.1], [0.0, 0.1, 0.0], [0.1, 0.0, -0.1], [0.0, -0.2, 0.1], [0.0, 0.3, 0.2], [-0.3, 0.0, -0.2], [0.1, 0.2, 0.0], [-0.3, 0.0, 0.2], [0.1, -0.3, -0.2]],
  "spin_multiplicity": 6,
  "lumo_ev": [-2.3, -2.3],
  "total_charge": 1,
  "s_squared": 8.769,
  "gap_ev": [4.74, 4.98]
}

(2)
{
  "formula": "C36H52N3OP2Ti",
  "method": "ωB97M-V/def2-TZVPD",
  "symbols": ["C", "C", "C", "C", "C", "H", "H", "H", "N", "P", "P", "C", "H", "H", "C", "H", "C", "C", "C", "C", "C", "H", "H", "H", "C", "H", "H", "H", "C", "H", "H", "H", "C", "H", "H", "H", "C", "H", "H", "H", "C", "H", "H", "H", "C", "H", "H", "H", "C", "H", "H", "H", "C", "H", "H", "H", "C", "H", "H", "H", "C", "H", "H", "H", "C", "H", "H", "H", "Ti", "C", "O", "N", "C", "C", "C", "C", "C", "H", "C", "H", "C", "H", "H", "H", "C", "C", "C", "N", "C", "C", "H", "H", "H", "H", "H"],
  "xyz": [[-1.31958, -1.39254, -2.44492], [0.72206, -2.35251, -1.72094], [-1.42318, -2.31057, -3.48160], [0.52762, -3.41275, -2.63864], [-0.51425, -3.36936, -3.54242], [-2.24235, -2.20374, -4.18821], [1.25707, -4.21933, -2.62313], [-0.63636, -4.15128, -4.29096], [-0.27265, -1.40225, -1.58851], [-2.54157, -0.03392, -0.38470], [2.37922, -0.70881, -0.15606], [-2.38215, -0.32398, -2.21024], [-2.10141, 0.61419, -2.71249], [-3.34835, -0.62197, -2.63974], [1.91439, -2.19414, -0.97657], [2.61135, -3.03896, -0.98047], [3.54683, 0.11995, -1.45071], [3.38046, -1.24644, 1.38104], [-3.38594, 1.64976, -0.18973], [-3.65544, -1.48885, 0.08447], [3.60125, 1.61615, -1.11024], [4.02130, 1.79446, -0.11278], [4.24488, 2.12378, -1.84218], [2.61165, 2.07950, -1.15100], [4.95626, -0.48481, -1.46008], [5.51271, -0.31944, -0.53155], [4.93150, -1.55673, -1.69358], [5.52578, 0.00632, -2.26396], [2.97547, -0.10510, -2.85749], [3.57023, 0.46444, -3.58575], [3.02010, -1.16256, -3.14014], [1.93918, 0.22811, -2.94860], [4.09684, -0.00523, 1.94684], [3.38847, 0.81180, 2.14124], [4.55975, -0.28522, 2.90320], [4.89544, 0.36488, 1.29432], [2.42240, -1.78248, 2.45370], [1.73375, -1.01859, 2.82697], [1.84158, -2.64074, 2.10010], [3.03448, -2.12067, 3.30363], [4.37032, -2.38039, 1.07631], [5.13467, -2.11992, 0.34102], [4.89228, -2.61474, 2.01557], [3.85226, -3.28775, 0.74550], [-4.07386, -1.30908, 1.55435], [-4.64020, -2.20358, 1.85172], [-3.20149, -1.23037, 2.21571], [-4.73295, -0.44299, 1.69773], [-2.88033, -2.81193, -0.06132], [-2.60837, -3.01459, -1.10343], [-1.97959, -2.84623, 0.55225], [-3.54570, -3.61914, 0.28248], [-4.89822, -1.62461, -0.81413], [-5.49469, -2.45787, -0.41374], [-5.53791, -0.73825, -0.81708], [-4.63427, -1.88036, -1.84797], [-2.60343, 2.71041, -0.97866], [-2.54783, 2.49050, -2.05106], [-3.12511, 3.67222, -0.86361], [-1.58497, 2.84112, -0.59561], [-3.34904, 2.03846, 1.29682], [-2.31885, 2.14593, 1.66080], [-3.85615, 3.00772, 1.40427], [-3.86736, 1.31590, 1.93583], [-4.83187, 1.61302, -0.70430], [-4.90235, 1.21929, -1.72744], [-5.49588, 1.04852, -0.03809], [-5.20855, 2.64590, -0.72473], [-0.04736, 0.00394, -0.00441], [-0.53486, -1.17969, 1.42120], [-0.79433, -1.89770, 2.33540], [0.16506, 1.39432, -1.57905], [0.45883, 1.86099, -2.62662], [0.58920, 2.72712, -3.72684], [0.33225, 4.10410, -3.54725], [0.95020, 2.23147, -5.00390], [0.49013, 4.98366, -4.61750], [0.00725, 4.45857, -2.56445], [1.10772, 3.12553, -6.06336], [1.08278, 1.15366, -5.13742], [0.89094, 4.49618, -5.86792], [0.29632, 6.04755, -4.46864], [1.39688, 2.74897, -7.04590], [1.02685, 5.18835, -6.69827], [0.40963, 3.74918, 3.30722], [0.61748, 3.96478, 1.94594], [0.57244, 2.88896, 1.05928], [0.27461, 1.62175, 1.47022], [0.10220, 1.41090, 2.80662], [0.16861, 2.44642, 3.73608], [0.43834, 4.57305, 4.01397], [0.81555, 4.95593, 1.53879], [0.79231, 3.03013, 0.00103], [-0.10178, 0.39057, 3.13243], [0.02032, 2.19967, 4.78665]],
  "forces_ev_per_a": [[0.1, -0.3, -0.8], [1.1, 0.8, 1.0], [-0.9, 1.1, 0.4], [-0.5, -0.6, -0.7], [1.0, -0.4, 0.6], [0.1, -0.2, 0.2], [-0.2, 0.1, -0.2], [0.1, 0.2, 0.2], [-0.4, -0.1, -0.3], [-0.5, 0.1, -0.8], [0.7, -0.7, -0.6], [0.0, 0.0, -0.3], [0.0, -0.3, 0.2], [0.4, 0.0, 0.0], [-0.8, -1.0, -0.1], [-0.2, 0.3, -0.2], [0.0, -0.1, 0.7], [-0.1, 0.3, -0.5], [-0.2, -0.6, -0.1], [-0.1, 0.3, 0.1], [0.4, 0.0, -0.2], [-0.1, 0.0, -0.2], [-0.1, 0.0, 0.1], [0.1, -0.1, 0.0], [0.2, 0.3, -0.2], [-0.2, -0.1, -0.2], [0.0, 0.2, 0.1], [-0.1, -0.1, 0.1], [0.0, 0.0, 0.0], [0.0, 0.0, 0.2], [-0.1, 0.2, 0.1], [0.2, -0.3, 0.0], [0.1, -0.2, 0.1], [0.1, -0.1, 0.0], [-0.1, 0.1, -0.1], [-0.2, -0.1, 0.1], [0.1, 0.0, 0.0], [0.1, -0.1, -0.1], [0.1, 0.2, 0.0], [-0.2, 0.1, -0.2], [0.2, 0.1, 0.2], [-0.2, -0.1, 0.2], [-0.1, -0.1, -0.2], [0.1, 0.2, 0.1], [-0.2, -0.2, -0.1], [0.1, 0.2, 0.0], [-0.3, 0.1, -0.1], [0.2, -0.3, 0.0], [0.1, 0.0, 0.1], [-0.1, 0.0, 0.2], [-0.2, -0.1, -0.2], [0.2, 0.2, -0.1], [-0.2, 0.0, 0.1], [0.1, 0.2, -0.1], [0.2, -0.3, 0.0], [-0.1, 0.0, 0.3], [0.0, 0.1, 0.0], [0.0, 0.1, 0.2], [0.1, -0.2, 0.0], [-0.2, -0.1, -0.1], [-0.1, 0.1, 0.0], [-0.2, 0.0, -0.1], [0.1, -0.2, 0.1], [0.1, 0.2, -0.1], [-0.1, 0.5, 0.1], [0.0, 0.1, 0.3], [0.2, 0.1, -0.2], [0.0, -0.2, 0.0], [0.4, 0.7, -0.5], [-0.7, -4.0, 4.7], [0.6, 2.5, -3.0], [1.4, 1.4, -3.9], [-1.8, -0.8, 4.1], [0.4, 0.5, -1.8], [0.1, -0.2, 0.0], [-0.1, 0.3, 0.3], [0.0, -0.3, 0.1], [0.2, -0.1, -0.4], [-0.1, 0.0, 0.2], [0.1, 0.4, 0.0], [0.0, -0.2, 0.2], [0.1, -0.4, -0.1], [-0.1, 0.1, 0.3], [0.0, -0.2, 0.2], [-0.1, -0.3, -0.3], [0.1, -0.1, -0.3], [-0.2, -0.5, 1.0], [0.2, 1.0, 0.7], [0.1, 0.7, -0.6], [0.0, -0.3, 0.0], [0.0, -0.1, -0.1], [0.0, -0.2, 0.2], [-0.2, -0.1, 0.3], [0.0, 0.4, -0.2], [0.0, 0.2, -0.3]],
  "de_lowest_kcal_mol": 0.0,
  "spin_multiplicity": 3,
  "lumo_ev": [-2.9, -3.2],
  "total_charge": 1,
  "s_squared": 2.013,
  "gap_ev": [5.68, 5.39]
}